{"formula": "C31H72BN2O8S9", "method": "ωB97M-V/def2-TZVPD", "symbols": ["C", "C", "C", "C", "C", "C", "C", "C", "B", "C", "C", "C", "C", "C", "C", "N", "N", "C", "S", "H", "H", "H", "H", "H", "H", "H", "H", "H", "H", "H", "H", "H", "H", "H", "H", "H", "H", "H", "H", "H", "H", "H", "H", "C", "S", "O", "C", "H", "H", "H", "H", "H", "H", "C", "S", "O", "C", "H", "H", "H", "H", "H", "H", "C", "S", "O", "C", "H", "H", "H", "H", "H", "H", "C", "S", "O", "C", "H", "H", "H", "H", "H", "H", "C", "S", "O", "C", "H", "H", "H", "H", "H", "H", "C", "S", "O", "C", "H", "H", "H", "H", "H", "H", "C", "S", "O", "C", "H", "H", "H", "H", "H", "H", "C", "S", "O", "C", "H", "H", "H", "H", "H", "H"], "xyz": [[0.970, -2.526, 1.128], [-0.195, -3.304, 0.546], [0.006, -4.676, 0.365], [-0.971, -5.511, -0.168], [-2.188, -4.933, -0.515], [-2.401, -3.572, -0.325], [-1.426, -2.714, 0.196], [-1.669, -1.244, 0.394], [-2.073, -0.337, -0.919], [-1.896, -1.087, -2.358], [-3.572, 0.347, -0.861], [-4.677, -0.511, -0.236], [-5.948, -0.616, -1.088], [-6.846, -1.723, -0.531], [-8.226, -1.784, -1.156], [-8.141, -2.298, -2.533], [-1.008, 0.971, -0.903], [0.082, 0.899, -1.305], [1.567, 0.805, -1.949], [1.514, -1.977, 0.363], [1.609, -3.208, 1.685], [0.639, -1.799, 1.873], [0.950, -5.118, 0.657], [-0.777, -6.564, -0.301], [-2.955, -5.570, -0.936], [-3.362, -3.180, -0.623], [-0.758, -0.827, 0.790], [-2.390, -1.158, 1.214], [-2.804, -1.671, -2.540], [-1.844, -0.381, -3.189], [-1.065, -1.793, -2.434], [-3.886, 0.579, -1.886], [-3.468, 1.316, -0.371], [-4.995, -0.021, 0.687], [-4.359, -1.521, 0.015], [-6.489, 0.331, -1.032], [-5.703, -0.808, -2.130], [-6.299, -2.660, -0.658], [-6.926, -1.566, 0.545], [-8.684, -0.799, -1.120], [-8.833, -2.466, -0.547], [-7.815, -3.253, -2.497], [-9.064, -2.284, -2.946], [-0.174, 2.353, 3.874], [0.462, 1.775, 2.296], [0.451, 0.291, 2.342], [2.160, 2.295, 2.581], [-1.229, 2.093, 3.928], [0.367, 1.872, 4.690], [-0.063, 3.435, 3.935], [2.553, 1.819, 3.481], [2.192, 3.380, 2.685], [2.754, 1.996, 1.719], [-4.030, 4.032, -2.423], [-3.968, 4.547, -0.704], [-4.436, 3.402, 0.115], [-5.324, 5.721, -0.800], [-3.276, 3.260, -2.565], [-5.018, 3.628, -2.647], [-3.812, 4.888, -3.063], [-6.228, 5.213, -1.136], [-5.068, 6.525, -1.489], [-5.484, 6.133, 0.195], [4.407, -1.064, -0.176], [4.696, -2.730, 0.408], [5.164, -2.642, 1.823], [6.136, -3.067, -0.606], [3.552, -0.659, 0.363], [5.288, -0.449, 0.013], [4.182, -1.091, -1.242], [6.916, -2.335, -0.385], [5.856, -3.021, -1.654], [6.495, -4.067, -0.376], [4.235, 2.347, 8.262], [3.171, 2.231, 6.818], [2.855, 3.619, 6.393], [1.735, 1.602, 7.697], [5.188, 2.762, 7.943], [3.776, 3.003, 9.003], [4.389, 1.351, 8.678], [1.446, 2.309, 8.476], [1.975, 0.632, 8.132], [0.924, 1.491, 6.981], [8.261, -4.268, -5.626], [8.140, -3.486, -4.011], [6.968, -4.090, -3.323], [7.617, -1.877, -4.616], [8.537, -5.310, -5.475], [7.296, -4.212, -6.130], [9.030, -3.767, -6.213], [6.697, -1.984, -5.190], [8.407, -1.451, -5.235], [7.435, -1.226, -3.763], [1.149, -7.857, 3.484], [0.967, -8.313, 1.756], [0.201, -9.587, 1.718], [2.695, -8.733, 1.490], [0.164, -7.594, 3.864], [1.550, -8.702, 4.045], [1.813, -6.996, 3.562], [2.992, -9.521, 2.184], [3.309, -7.844, 1.636], [2.799, -9.085, 0.466], [-7.080, 10.238, -0.918], [-6.206, 9.814, -2.431], [-6.126, 8.333, -2.483], [-4.597, 10.406, -1.888], [-8.111, 9.909, -1.026], [-6.617, 9.728, -0.073], [-7.052, 11.318, -0.775], [-4.304, 9.885, -0.977], [-4.647, 11.481, -1.715], [-3.880, 10.196, -2.679], [6.363, 2.670, -1.642], [5.316, 1.555, -2.588], [6.138, 1.053, -3.727], [4.222, 2.820, -3.232], [7.150, 2.080, -1.177], [6.803, 3.413, -2.308], [5.765, 3.155, -0.870], [4.804, 3.555, -3.789], [3.693, 3.291, -2.404], [3.503, 2.336, -3.889]], "mulliken_charge": [-1.112, 1.173, -0.840, -0.625, -1.137, -0.048, 0.709, 0.142, 0.622, -1.249, -0.235, -0.588, -0.633, -0.479, -0.748, -0.567, -0.372, 0.095, -0.305, 0.152, 0.603, 0.130, 0.437, 0.415, 0.386, 0.349, -1.201, 0.333, 0.321, 0.194, 0.269, 0.280, -0.150, 0.240, 0.305, 0.278, 0.345, 0.192, 0.328, 0.421, 0.328, 0.227, 0.211, -0.878, 0.663, -0.683, -0.984, 0.369, -0.036, 0.426, 0.205, 0.456, 0.243, -0.764, 0.424, -0.565, -0.901, 0.173, 0.268, 0.407, 0.317, 0.310, 0.354, -0.740, 0.662, -0.712, -0.949, 0.005, 0.451, 0.371, 0.313, 0.266, 0.344, -0.987, 0.604, -0.610, -0.865, 0.319, 0.299, 0.356, 0.314, 0.350, 0.238, -0.998, 0.482, -0.581, -0.816, 0.328, 0.306, 0.366, 0.320, 0.438, 0.142, -1.033, 0.684, -0.684, -1.021, 0.309, 0.384, 0.339, 0.349, 0.340, 0.313, -0.919, 0.431, -0.558, -0.931, 0.316, 0.286, 0.369, 0.290, 0.376, 0.320, -1.048, 0.853, -0.724, -1.184, 0.314, 0.389, 0.321, 0.411, 0.373, 0.318], "charge": -1, "orbital_gap_ev": 6.382, "fmax_ev_per_a": 1.14, "lumo_energy_ha": 0.057, "multiplicity": 1}

{"formula": "C31H72BO17", "method": "ωB97M-V/def2-TZVPD", "symbols": ["O", "C", "O", "B", "O", "C", "O", "O", "C", "O", "C", "O", "O", "C", "C", "O", "C", "C", "H", "H", "H", "H", "H", "H", "H", "H", "H", "H", "C", "C", "O", "C", "C", "H", "H", "H", "H", "H", "H", "H", "H", "H", "H", "C", "C", "O", "C", "C", "H", "H", "H", "H", "H", "H", "H", "H", "H", "H", "C", "C", "C", "O", "H", "H", "H", "H", "H", "H", "H", "H", "C", "C", "C", "O", "H", "H", "H", "H", "H", "H", "H", "H", "C", "C", "C", "O", "H", "H", "H", "H", "H", "H", "H", "H", "C", "C", "O", "H", "H", "H", "H", "H", "H", "C", "C", "O", "H", "H", "H", "H", "H", "H", "C", "C", "O", "H", "H", "H", "H", "H", "H"], "xyz": [[2.041, -0.675, 2.695], [1.341, -0.645, 1.728], [0.015, -0.665, 1.701], [-0.443, -0.662, 0.322], [0.749, -0.455, -0.540], [1.804, -0.478, 0.268], [2.952, -0.472, -0.073], [-1.521, 0.286, 0.004], [-2.434, -0.323, -0.727], [-3.330, 0.221, -1.302], [-2.135, -1.855, -0.647], [-1.012, -1.994, -0.013], [-2.810, -2.663, -1.223], [1.647, 0.220, 7.177], [1.205, 0.654, 5.762], [0.259, 1.690, 5.938], [-0.096, 2.242, 4.659], [-1.046, 3.400, 4.883], [1.937, 1.174, 7.625], [0.772, -0.079, 7.757], [2.429, -0.531, 7.185], [2.072, 1.141, 5.296], [0.897, -0.216, 5.175], [0.833, 2.523, 4.164], [-0.681, 1.508, 4.096], [-0.527, 4.236, 5.351], [-1.934, 3.071, 5.417], [-1.377, 3.699, 3.883], [0.333, 3.036, 0.628], [0.910, 4.171, 1.468], [-0.155, 5.043, 1.813], [0.375, 6.274, 2.297], [-0.824, 7.069, 2.837], [1.069, 2.299, 0.307], [-0.499, 2.582, 1.169], [-0.150, 3.387, -0.289], [1.294, 3.748, 2.406], [1.770, 4.584, 0.929], [0.986, 6.108, 3.189], [0.923, 6.847, 1.550], [-1.417, 7.566, 2.066], [-0.526, 7.894, 3.490], [-1.469, 6.386, 3.387], [-5.327, 1.767, -5.824], [-4.337, 1.681, -4.676], [-3.922, 3.002, -4.359], [-2.870, 2.975, -3.425], [-2.385, 4.387, -3.072], [-5.938, 2.666, -5.790], [-4.847, 1.691, -6.800], [-6.022, 0.926, -5.744], [-4.785, 1.202, -3.798], [-3.488, 1.035, -4.928], [-3.216, 2.518, -2.490], [-2.035, 2.351, -3.770], [-3.257, 5.018, -2.890], [-1.824, 4.790, -3.917], [-1.783, 4.423, -2.167], [1.522, -2.379, -5.322], [1.134, -1.411, -4.232], [-0.351, -1.392, -3.899], [1.914, -1.735, -3.076], [0.821, -2.319, -6.163], [1.360, -3.396, -4.955], [2.492, -2.167, -5.763], [1.477, -0.395, -4.482], [-0.652, -0.724, -3.095], [-0.600, -2.426, -3.630], [-0.984, -1.213, -4.772], [1.745, -1.153, -2.322], [2.503, -5.855, -0.362], [1.915, -5.119, -1.556], [0.657, -4.344, -1.156], [2.916, -4.209, -2.013], [3.291, -6.521, -0.735], [1.831, -6.441, 0.262], [3.073, -5.168, 0.269], [1.718, -5.810, -2.382], [0.332, -3.639, -1.918], [0.834, -3.890, -0.185], [-0.208, -5.013, -1.086], [2.481, -3.450, -2.450], [4.421, -1.074, 5.271], [5.156, -1.098, 3.962], [6.505, -0.361, 4.025], [5.349, -2.384, 3.390], [4.330, -0.110, 5.774], [4.796, -1.851, 5.946], [3.352, -1.278, 5.134], [4.583, -0.527, 3.227], [6.844, -0.130, 3.010], [7.311, -0.964, 4.451], [6.451, 0.629, 4.484], [5.485, -2.989, 4.131], [-6.091, -3.337, -4.946], [-5.221, -2.885, -3.768], [-3.947, -3.493, -3.853], [-5.880, -4.345, -5.291], [-5.939, -2.637, -5.770], [-7.142, -3.263, -4.661], [-5.674, -3.196, -2.815], [-5.202, -1.790, -3.690], [-3.508, -3.338, -3.005], [1.406, 1.988, -3.048], [1.278, 3.492, -3.187], [1.601, 3.879, -4.549], [1.045, 1.533, -2.126], [2.437, 1.639, -3.150], [0.890, 1.510, -3.888], [2.065, 4.060, -2.691], [0.290, 3.897, -2.979], [1.021, 3.412, -5.160], [-0.556, -4.105, 2.546], [-0.793, -3.642, 3.965], [-1.882, -4.354, 4.558], [0.469, -3.988, 2.203], [-1.327, -3.658, 1.918], [-0.782, -5.176, 2.480], [-0.920, -2.563, 4.031], [0.112, -3.823, 4.560], [-1.749, -5.286, 4.373]], "mulliken_charge": [-0.566, 0.642, -0.053, -0.164, 1.392, 0.442, -0.666, -1.062, 0.396, -0.657, 0.214, 0.002, -0.750, -1.450, 0.259, -0.451, 0.465, -1.368, 0.345, 0.385, 0.360, 0.291, 0.055, 0.107, 0.030, 0.335, 0.386, 0.289, 0.094, -0.569, -0.267, -0.282, -1.197, 0.083, 0.257, -0.218, 0.121, 0.404, 0.278, 0.356, 0.310, 0.385, 0.248, -1.269, 0.262, -0.435, 0.524, -1.324, 0.345, 0.304, 0.331, 0.190, 0.082, 0.093, 0.010, 0.425, 0.331, 0.143, -1.707, 1.084, -0.821, -0.603, 0.415, 0.331, 0.414, -0.091, -0.035, 0.156, 0.475, 0.074, -1.533, 0.655, -0.287, -0.613, 0.371, 0.327, 0.349, 0.229, -0.183, -0.159, 0.467, 0.404, -1.011, 1.050, -1.452, -0.535, 0.353, 0.278, 0.166, -0.162, 0.373, 0.314, 0.340, 0.335, -1.178, 0.231, -0.524, 0.329, 0.250, 0.341, 0.222, 0.054, 0.364, -0.318, -0.002, -0.607, -0.084, 0.400, 0.043, 0.295, -0.157, 0.309, -0.724, -0.174, -0.568, 0.091, 0.183, 0.538, 0.115, 0.261, 0.317], "charge": -1, "orbital_gap_ev": 9.802, "fmax_ev_per_a": 2.08, "relative_energy_kcal_mol": 0.0, "lumo_energy_ha": 0.088, "multiplicity": 1}

Calculated values (Eh) of total energy for the records, taken in order: -5544.18507; -2528.51919.